The following is a quantum chemistry calculation of a structure of composition C25H24N4Zn at a distorted geometry, from OMol25.

Last column: Löwdin charge in e.
Cartesian coordinates (Å):
Zn: 0.60431 0.53193 -0.76897  0.75
C: -1.05903 1.12382 -3.26293  -0.06
N: -0.17599 1.95565 -2.33295  -0.25
C: 0.86673 2.64938 -3.15735  -0.06
C: -0.91508 2.90247 -1.54550  -0.22
C: -1.79824 3.79040 -2.20621  -0.05
C: -2.37510 4.82987 -1.48000  -0.11
C: -2.04358 5.01714 -0.11853  -0.10
C: -1.26000 4.10553 0.55633  -0.04
C: -0.77461 2.94389 -0.09882  -0.21
N: -0.13886 1.89570 0.50501  -0.04
C: -0.03131 1.51326 1.80352  -0.23
C: -1.03133 1.74055 2.78624  -0.04
C: -0.84303 1.23036 4.06056  -0.10
C: 0.22592 0.34158 4.38117  -0.09
C: 1.22537 0.10301 3.42332  -0.04
C: 1.09759 0.63682 2.12991  -0.20
N: 2.08853 0.42271 1.10423  -0.26
C: 2.81606 -0.84728 1.10781  -0.10
C: 3.03003 1.58605 0.94975  -0.05
H: -1.70170 1.74188 -3.92500  0.08
H: -1.68966 0.45424 -2.69253  0.08
H: -0.43006 0.56646 -3.95299  0.08
H: 0.42860 3.43201 -3.79340  0.09
H: 1.41796 1.93961 -3.78804  0.09
H: 1.57522 3.16244 -2.50763  0.09
H: -2.08604 3.51358 -3.24027  0.11
H: -3.09848 5.48871 -2.03846  0.11
H: -2.38640 5.92100 0.39692  0.10
H: -0.98625 4.15415 1.58883  0.10
H: -1.92495 2.29966 2.46658  0.11
H: -1.54568 1.56096 4.82461  0.10
H: 0.30644 -0.02539 5.39910  0.09
H: 2.08976 -0.52927 3.60670  0.10
H: 3.84205 -0.70726 1.51779  0.09
H: 2.96194 -1.25820 0.07941  0.08
H: 2.31354 -1.60224 1.74760  0.09
H: 3.80977 1.56775 1.73085  0.09
H: 2.47501 2.52634 0.89734  0.08
H: 3.58631 1.43026 0.00731  0.08
N: -0.75037 -9.11278 0.60563  0.15
C: -0.82490 -7.97556 0.30370  -0.19
C: -0.85498 -6.61584 -0.10827  -0.25
C: -1.53628 -5.61371 0.59359  -0.01
C: -1.27011 -4.26453 0.25528  0.00
C: -0.40620 -3.94614 -0.84231  -0.24
C: 0.12360 -5.00108 -1.64725  -0.02
C: -0.10978 -6.30109 -1.26505  -0.04
C: -0.11803 -2.57373 -0.97489  -0.15
C: 0.20278 -1.34595 -1.01934  -0.06
H: -2.22077 -5.86689 1.42244  0.13
H: -1.75430 -3.51673 0.82297  0.10
H: 0.74375 -4.79512 -2.51287  0.12
H: 0.30981 -7.18035 -1.79492  0.13

electronic energy: -80690.0378 eV
lowest unoccupied orbital energy: -0.1 eV
multiplicity: 1
gap between HOMO and LUMO: 6.77 eV
HOMO: -6.87 eV


The following is a quantum chemistry calculation of a structure of composition C9H9NO6S3SbZn, from OMol25.

Last column: Löwdin charge in e.
Cartesian coordinates (Å):
Zn: -0.53716 -1.60747 -0.70726  0.21
O: 3.49766 1.65762 2.66201  0.04
C: 2.59942 0.99285 1.86603  -0.29
C: 2.97269 0.48198 0.62974  0.05
C: 2.00751 -0.17674 -0.11035  -0.17
N: 0.77229 -0.31910 0.34217  0.08
C: 0.40151 0.17808 1.51587  -0.16
C: 1.29716 0.85480 2.32607  0.07
C: -1.08662 -0.01965 1.86451  -0.64
O: -1.46997 0.48091 2.92883  -0.01
O: -1.73212 -0.64571 0.98586  -0.10
C: 2.24833 -0.74220 -1.51849  -0.64
O: 3.38104 -0.59441 -1.99019  -0.01
O: 1.22009 -1.25761 -2.03369  -0.08
H: 4.34899 1.64977 2.21218  0.09
H: 3.97148 0.58300 0.22289  0.12
H: 0.97007 1.25295 3.27495  0.12
S: -2.44247 -6.35546 -1.42792  -0.41
Sb: -2.12828 -4.27590 -0.50584  0.07
S: -0.00865 -3.77556 0.35669  -0.16
S: -2.33496 -2.43025 -1.97588  -0.12
C: -2.99773 1.52776 -1.06259  -0.09
C: -1.52213 1.83281 -1.14799  -0.32
O: -0.92915 0.90130 -2.04299  -0.10
H: -3.48742 2.25546 -0.40968  0.07
H: -3.15097 0.53100 -0.65087  0.05
H: -3.45617 1.57831 -2.05211  0.07
H: -1.06294 1.75365 -0.15868  0.10
H: -1.35853 2.85778 -1.51331  0.10
H: 0.01703 0.83004 -1.87993  0.05

electronic energy: -110721.6973 eV
lowest unoccupied orbital energy (alpha / beta): 4.2 / 4.2 eV
expectation value of S²: 0.76
multiplicity: 2
gap between HOMO and LUMO (alpha / beta): 5.51 / 6.42 eV
HOMO (alpha / beta): -1.31 / -2.22 eV
total charge: -2


The following is a quantum chemistry calculation of a structure of composition C51H60AsCoN7O6PS3Sb at a distorted geometry, from OMol25.

Last column: Löwdin charge in e.
Cartesian coordinates (Å):
Co: 0.43037 -0.25566 -1.06461  0.32
N: 2.69564 0.24518 -1.19119  0.03
C: 3.10676 1.42553 -0.43715  -0.26
C: 4.44411 1.95959 -1.00911  -0.13
C: 5.03558 3.25230 -0.44412  -0.17
C: 5.24154 3.24260 1.05808  -0.17
N: 3.93362 3.48990 1.60529  0.07
C: 3.54182 3.63251 2.85699  -0.44
N: 4.36485 3.49996 3.90819  0.22
N: 2.27797 3.89486 3.09201  0.23
C: 1.89398 2.38483 -0.45823  -0.53
O: 2.01000 3.54419 -0.04216  0.02
O: 0.82250 1.87162 -0.89156  -0.11
H: 3.38153 -0.49913 -1.11715  0.08
H: 2.66501 0.49977 -2.17660  0.08
H: 3.23184 1.14840 0.61523  0.16
H: 4.32377 2.10830 -2.08714  0.12
H: 5.16985 1.15123 -0.87138  0.12
H: 4.37899 4.08589 -0.68957  0.12
H: 5.98599 3.43438 -0.94810  0.12
H: 5.95608 4.02249 1.34308  0.13
H: 5.64247 2.27801 1.39430  0.13
H: 3.22743 3.69407 0.88570  0.06
H: 5.32758 3.24091 3.82100  0.12
H: 3.94895 3.64797 4.82108  0.14
H: 1.61117 4.01898 2.34997  0.11
H: 1.97859 3.98816 4.07377  0.16
O: 1.81920 2.19442 7.80592  -0.41
S: 0.34700 2.15917 7.99221  0.39
O: -0.31592 3.10267 7.11074  -0.39
O: -0.06375 2.14863 9.36539  -0.34
C: -0.03521 0.54042 7.24400  -0.35
N: -0.39677 -0.49043 7.98387  0.13
C: -0.64101 -1.61928 7.34823  -0.12
C: -0.55726 -1.73806 5.97478  0.00
C: -0.17902 -0.60175 5.26643  -0.22
N: 0.10372 0.54072 5.91280  0.16
C: -0.13757 -0.58909 3.77262  -0.13
C: 0.27040 -1.69257 3.04313  0.00
C: 0.33394 -1.61524 1.66864  -0.17
N: 0.01012 -0.53279 0.96461  -0.02
C: -0.44037 0.53410 1.66056  -0.09
C: -0.51448 0.55584 3.05078  0.03
H: -0.93896 -2.45601 7.97002  0.11
H: -0.81269 -2.66141 5.47464  0.11
H: 0.53308 -2.61645 3.54039  0.13
H: 0.62587 -2.48587 1.09811  0.05
H: -0.75892 1.38647 1.07880  0.09
H: -0.85837 1.43131 3.58299  0.12
C: -5.33405 -3.56511 -1.08912  -0.20
C: -3.81593 -3.64910 -1.19015  -0.45
Sb: -2.68282 -2.00227 -0.25432  1.39
C: -2.70467 -2.71215 1.83319  -0.45
C: -3.89039 -3.59413 2.20397  -0.19
C: -4.34396 -0.61860 0.12393  -0.44
C: -4.86848 0.10192 -1.10901  -0.20
H: -5.79735 -4.42238 -1.58658  0.07
H: -5.71722 -2.66038 -1.56068  0.04
H: -5.66314 -3.57496 -0.05024  0.05
H: -3.50208 -3.67727 -2.23448  0.03
H: -3.43360 -4.54751 -0.70666  0.00
H: -2.67782 -1.81640 2.46092  0.04
H: -1.77601 -3.26404 1.97420  -0.01
H: -4.83840 -3.08196 2.03473  0.05
H: -3.85194 -3.86994 3.26194  0.06
H: -3.87756 -4.51611 1.62182  0.06
H: -3.94968 0.09617 0.85147  0.03
H: -5.13773 -1.19168 0.60713  0.04
H: -4.05305 0.57886 -1.64885  0.01
H: -5.59667 0.87491 -0.84257  0.07
H: -5.35861 -0.59009 -1.79458  0.05
S: -0.54025 -4.61014 -0.26612  0.27
P: 1.01622 -3.96899 -1.28623  0.12
S: 0.91954 -2.17770 -2.26339  0.35
C: 2.47920 -4.02211 -0.18242  -0.39
C: 3.04670 -2.86812 0.33896  -0.13
C: 4.06959 -2.95020 1.27300  -0.08
C: 4.53343 -4.19006 1.68380  -0.08
C: 3.97325 -5.34739 1.15792  -0.07
C: 2.94226 -5.26619 0.23677  -0.09
C: 1.46001 -5.12522 -2.62134  -0.41
C: 0.52330 -6.01251 -3.13117  -0.10
C: 0.86339 -6.84320 -4.18896  -0.08
C: 2.13687 -6.79008 -4.73562  -0.08
C: 3.07338 -5.89829 -4.22915  -0.08
C: 2.73497 -5.06277 -3.17815  -0.10
H: 2.67057 -1.90901 0.00928  0.04
H: 4.50193 -2.04388 1.67925  0.10
H: 5.33104 -4.25671 2.41187  0.10
H: 4.34365 -6.31601 1.46683  0.11
H: 2.48802 -6.16606 -0.15931  0.11
H: -0.46607 -6.05886 -2.69355  0.08
H: 0.13153 -7.53295 -4.58850  0.10
H: 2.40516 -7.43595 -5.56160  0.10
H: 4.06625 -5.85273 -4.65804  0.10
H: 3.45589 -4.35492 -2.78660  0.11
O: -1.46084 0.54326 -1.66775  -0.55
As: -1.56070 2.14159 -2.12181  1.24
C: -1.84367 3.37834 -0.66739  -0.30
C: -1.05999 4.49914 -0.44020  -0.10
C: -1.28611 5.27364 0.68726  -0.07
C: -2.29182 4.93666 1.58221  -0.07
C: -3.08673 3.82295 1.34406  -0.06
C: -2.86670 3.04692 0.21745  -0.09
C: -0.21667 2.63123 -3.41396  -0.29
C: -0.07754 3.94126 -3.84780  -0.08
C: 0.91147 4.26078 -4.76714  -0.07
C: 1.75030 3.27050 -5.25709  -0.08
C: 1.59333 1.95477 -4.84065  -0.07
C: 0.60300 1.63384 -3.92534  -0.10
C: -3.11986 2.33154 -3.25740  -0.31
C: -3.97796 3.41982 -3.18745  -0.09
C: -4.99111 3.56090 -4.12540  -0.07
C: -5.14309 2.61763 -5.13044  -0.08
C: -4.28657 1.52563 -5.20022  -0.07
C: -3.27747 1.38377 -4.26436  -0.09
H: -0.24816 4.74472 -1.10844  0.09
H: -0.66236 6.13739 0.87527  0.11
H: -2.45317 5.53749 2.46711  0.11
H: -3.87299 3.55847 2.03860  0.11
H: -3.46978 2.16703 0.01778  0.09
H: -0.73498 4.71306 -3.46425  0.11
H: 1.03380 5.28580 -5.09107  0.11
H: 2.52217 3.52878 -5.97005  0.11
H: 2.24317 1.17863 -5.22579  0.11
H: 0.46974 0.60914 -3.58557  0.08
H: -3.84964 4.15084 -2.39663  0.10
H: -5.66018 4.40999 -4.07665  0.11
H: -5.93505 2.73177 -5.85898  0.11
H: -4.40191 0.79829 -5.99263  0.11
H: -2.60161 0.53505 -4.28514  0.11

electronic energy: -223375.6327 eV
lowest unoccupied orbital energy (alpha / beta): -1.2 / -0.3 eV
expectation value of S²: 0.76
multiplicity: 2
gap between HOMO and LUMO (alpha / beta): 5.94 / 6.81 eV
HOMO (alpha / beta): -7.13 / -7.13 eV